(1)
# C19H22BrNOs

C19H22BrNOs as an isolated structure at a distorted geometry (the ωB97M-V functional and the def2-TZVPD basis, the OMol25 dataset).

XYZ file:
```
44
Properties=species:S:1:pos:R:3:forces:R:3:lowdin_spin:R:1
H -3.6890 -2.2570 0.6396 -0.0072 -0.0392 -0.3382 0.0173
H -1.4669 -3.0689 -0.7122 -0.0802 0.0358 0.0712 0.0086
C -3.2970 -0.3239 2.9965 -0.1230 0.0173 0.2572 0.0414
H 3.7967 -0.4837 0.1427 0.1837 0.1047 -0.0298 0.0092
H 1.5394 3.2563 0.1146 0.1269 -0.0059 0.0094 0.0173
C -5.1643 0.3221 4.4533 -0.1202 0.0494 0.3483 0.0019
C 3.1774 0.3367 -0.1806 0.2679 2.3986 1.6918 0.2636
H -4.0599 0.3567 0.1065 0.5031 0.0240 0.0805 0.0090
C -4.1336 2.0474 3.1053 -0.1955 0.3421 0.1628 0.0004
H -3.6208 -0.5850 1.9924 0.2961 0.0781 0.0324 0.0151
C -0.9361 0.5614 2.3185 -0.9284 -0.5610 -2.7092 0.1268
Br 0.9653 -1.6106 1.1078 -1.0398 -0.2242 -0.2200 0.1722
C 0.4504 1.4243 4.0223 0.4121 0.2000 -0.3030 0.0150
C 2.2286 0.2768 -1.2544 -1.7509 1.8775 -0.8027 0.2624
C 1.9672 2.3076 -0.1784 0.4456 -1.0577 -0.5904 0.3429
H -6.0539 0.8733 4.1532 -0.5478 -0.2547 0.2873 0.0001
C -3.2051 -0.2284 -0.2255 -1.4150 -0.2340 -0.8202 0.0487
H 1.3185 1.9936 4.3684 -0.1997 -0.3063 -0.1094 0.0003
H -0.4766 -0.9339 -2.0601 -0.0231 -0.1091 0.3560 0.0100
C -2.1255 0.2153 -1.0815 -0.5995 0.0971 -1.9072 0.0904
H -0.2469 0.9080 6.0325 0.3244 0.3012 0.0657 0.0026
H -3.3674 -1.2406 3.5958 -0.3450 0.1547 -0.1239 0.0014
C 3.0414 1.6062 0.4536 0.2084 -1.9169 -0.5482 0.0338
C -1.8909 0.1527 3.2124 0.5653 0.1753 1.0486 0.0913
C -1.8943 -2.0779 -0.7096 -1.5545 -1.6117 -2.9554 0.1247
H 2.0769 -0.5686 -1.9205 0.0406 0.2261 0.1820 0.0095
C 0.2286 1.2467 2.6529 -0.3537 0.3379 1.4128 0.0530
Os -1.4018 -0.6783 0.6494 7.2100 3.8980 8.3941 1.9378
H -2.0621 1.1875 -1.5600 0.2121 -0.1605 0.3639 0.0145
C -1.6113 0.2765 4.5646 0.3002 0.1750 0.4037 0.0125
H -2.4110 -0.0703 5.2277 0.6901 0.1785 0.3037 0.0004
H -4.9167 0.6042 5.4865 -0.2430 -0.1068 0.1818 0.0005
C -1.3302 -0.9414 -1.3931 -0.8541 -0.4360 -2.3778 0.0791
N -4.1318 0.6939 3.5617 -0.1435 -0.4646 -0.4305 0.0114
C -3.0830 -1.6523 -0.0222 -1.1667 -1.3456 -1.2917 0.0934
H 0.9145 1.6495 1.9065 -0.2210 -0.3899 0.2598 0.0095
H -3.8227 2.1834 2.0612 0.0394 -0.2181 0.1693 0.0000
H -5.1711 2.3882 3.2078 0.1248 0.2758 -0.2907 -0.0001
H 0.5908 1.6660 -1.8355 0.4567 0.1415 -0.0504 -0.0038
H 3.5619 1.9073 1.3489 0.0807 0.0894 -0.0786 -0.0041
H -5.3293 -0.7589 4.4100 -0.1979 0.1968 0.0816 0.0002
C -0.4277 0.8746 4.9689 -0.6357 -0.2265 -0.0214 0.0437
C 1.4973 1.4906 -1.2586 0.1371 -1.6236 -0.0274 0.0358
H -3.5320 2.7243 3.7330 0.1205 -0.0823 -0.1379 0.0001
```
Forces are in eV/Å.

HOMO (alpha / beta) = -6.520 / -7.747 eV
gap between HOMO and LUMO (alpha / beta) = 6.86 / 5.72 eV
multiplicity = 5

(2)
# C19H22Cl2FN2OP

A 3-piece molecular cluster, C19H22Cl2FN2OP overall at a distorted geometry (the ωB97M-V functional and the def2-TZVPD basis, the OMol25 dataset).

XYZ file:
```
48
Properties=species:S:1:pos:R:3:forces:R:3:mulliken_charge:R:1
H -6.1331 -1.1673 -1.4555 0.0042 0.0134 -0.0215 0.3974
H -2.4689 -2.6862 -0.0549 0.0183 0.0032 -0.0054 0.3654
C 0.6452 -2.5248 -1.9693 0.1326 0.3866 0.3074 -0.7397
H 0.5547 -0.8576 1.5216 -0.0233 0.0868 0.0728 0.4317
C -2.9625 -0.6046 -0.6732 0.0437 0.0085 0.0445 0.4393
C -5.0969 -1.1294 -1.1650 -0.0396 -0.0186 0.0479 -0.3215
C 0.9700 -0.5983 -0.5731 -0.0908 -0.1023 0.2961 0.4284
H -6.3713 2.9955 -0.4047 -0.0110 0.0177 0.0021 0.3527
Cl 6.4482 -1.6708 -1.3830 -0.0715 0.1601 -0.0867 -0.2176
C 0.5740 -1.3229 0.5462 0.0043 -0.4380 -0.2920 0.0098
H 8.3908 -0.0939 1.1386 0.2213 -0.0667 0.1219 0.2929
H 7.4585 0.3733 -0.9443 0.1988 -0.0140 -0.0506 0.3986
C 6.8416 -0.2558 -0.3225 -0.5120 -0.4652 0.4527 0.1723
H 6.9170 -0.7877 1.7659 -0.0322 -0.2826 0.1272 0.3506
Cl 5.8771 2.2541 -0.5636 -0.0352 0.0906 0.5502 -0.1772
C 1.0054 -1.1890 -1.8321 -0.1422 -0.0779 0.2551 -0.0354
H -4.7590 4.2032 3.4283 0.0062 0.0042 -0.0012 0.3910
P 3.9837 -0.0287 -0.6534 -0.3807 -1.4362 1.0688 0.3466
N -5.2776 1.9760 1.1133 -0.0493 0.0271 0.0877 0.0658
C -5.8952 3.0614 0.5589 -0.0143 -0.0537 -0.0062 -0.3323
C 7.5846 -0.7853 0.9094 -0.2000 0.6640 -0.2246 -1.2408
F 3.9736 0.5859 -2.1188 0.1544 0.4897 -0.1509 -0.2812
C 0.2636 -3.2488 -0.8480 -0.1331 -0.2964 0.1371 -0.3667
C 1.3779 0.8293 -0.3681 0.7020 -0.3944 0.0647 -0.4161
C -5.7675 4.1116 1.4300 -0.0015 0.0148 -0.0102 -0.5507
C -4.7515 2.3188 2.3263 -0.0268 -0.0357 -0.0066 -0.4739
C 2.7731 1.0701 0.2059 0.1648 0.1790 -0.6481 -0.8028
H -2.0441 -0.0575 -0.5364 0.0004 0.0078 -0.0263 0.6113
H 0.6815 -2.9880 -2.9417 -0.0248 -0.1185 -0.0934 0.4478
C -3.1476 -1.9370 -0.4199 -0.1124 -0.0162 0.0154 -0.7808
H 3.0241 2.1242 0.1088 -0.0876 0.1299 0.1015 0.5019
H -5.2180 1.0643 0.6905 0.0855 0.0212 -0.0102 0.2499
H 0.0021 -4.2924 -0.9510 -0.0401 -0.0784 -0.0539 0.3867
H -4.4084 0.9241 -1.4435 0.0468 -0.0067 -0.0740 0.5805
C -4.2014 -0.0912 -1.1472 -0.0325 -0.0148 -0.0538 -1.5204
C 0.2095 -2.6614 0.4100 0.2777 0.7181 -0.1926 -0.7785
H 5.4922 0.6152 1.1583 -0.1302 0.1712 0.1354 0.3383
H 7.9635 -1.7809 0.7304 0.2196 -0.0867 0.0683 0.3814
H -4.2184 1.5973 2.9214 0.0064 0.0075 0.0086 0.3723
H 2.7472 0.7860 1.2574 0.1595 -0.1538 0.1613 0.5275
H -4.8617 -3.1555 -0.6234 -0.0039 -0.0075 -0.0054 0.1813
N -4.4479 -2.2470 -0.7182 0.0317 0.0501 -0.0145 0.0366
C 5.5810 0.5789 0.0794 0.3801 0.4446 -1.6179 -0.3315
H 1.3274 -0.6031 -2.6798 -0.0106 0.0089 -0.1454 0.5251
C -5.0395 3.6391 2.5547 0.0061 0.0006 0.0131 -0.4451
H -0.1021 -3.1889 1.2981 -0.0421 -0.3047 -0.0550 0.3940
H -6.1511 5.1065 1.2777 0.0047 0.0043 -0.0038 0.3900
O 0.6564 1.7391 -0.6405 -0.6214 0.7590 -0.2894 -0.5547
```
Forces are in eV/Å.

HOMO = -7.949 eV
gap between HOMO and LUMO = 8.53 eV

(3)
# C19H22ClFeN

C19H22ClFeN as an isolated structure at a distorted geometry (the ωB97M-V functional and the def2-TZVPD basis, the OMol25 dataset).

XYZ file:
```
44
Properties=species:S:1:pos:R:3:forces:R:3:lowdin_spin:R:1
H 1.4464 1.7749 -1.3084 -0.2788 -0.2241 -0.0899 0.0019
H -0.9793 3.7938 3.0309 -0.1046 0.1032 -0.0475 -0.0002
H -0.1814 -0.7662 3.5593 -0.0198 0.0759 -0.3942 0.0001
H 1.7187 -2.7472 2.9682 0.1456 0.0416 -0.0603 0.0003
H 2.4395 -2.2822 1.4006 0.1550 -0.2832 0.2895 0.0003
C -0.9441 2.0264 0.1006 -0.4996 1.7257 1.0417 0.0105
N 1.6250 -0.7059 2.5146 0.8275 0.0609 0.3636 -0.0001
C -0.6568 0.7848 0.6139 0.4161 -1.7958 -1.0920 0.0524
C 1.2948 0.7931 -1.7535 0.5564 -0.9476 -0.5543 0.0301
C 0.8699 0.5116 -3.0832 0.7924 -0.4345 0.5489 0.0141
H -2.4869 1.6382 -2.5678 0.2497 -0.4180 0.0988 0.0048
H -0.2650 1.5613 3.8970 -0.1013 0.2470 -0.2761 0.0007
C -2.0135 -0.4210 -3.3216 -0.7550 0.0168 0.0044 0.0465
H 2.5990 0.9092 1.5543 0.0918 0.0750 0.3666 0.0001
H -1.6827 -0.2217 -4.3460 0.1702 -0.0957 0.6137 0.0027
H 2.1512 -0.5629 -0.1686 -0.3213 0.0023 -0.0289 -0.0003
C -2.7925 -1.5318 -1.4531 -0.7353 0.9305 -0.5974 -0.0085
H -1.0680 2.1886 -0.9691 -0.1344 -0.1448 0.2045 0.0016
H 1.6913 -2.5500 -1.9383 -0.2812 0.2048 -0.0504 0.0013
C 1.4462 -1.5031 -2.0970 0.1198 1.4128 0.0381 0.0165
H 3.2769 -1.8372 2.9382 -0.0240 -0.3969 -0.0575 0.0000
H -0.1818 -1.5355 1.9294 0.2189 0.9793 0.4576 0.0021
H -1.9873 -2.6694 -3.2129 0.1051 0.4558 0.2271 0.0036
H -3.2070 -2.3097 -0.8104 0.4436 0.2674 -0.1810 -0.0003
C -2.1939 -1.7018 -2.7452 -0.8530 0.1765 0.1919 0.0573
C -0.4796 1.7268 2.8327 0.3441 -0.4627 -0.1183 0.0023
C 2.3017 -1.9712 2.4523 -0.3694 0.3841 -0.4921 0.0005
C -0.3219 0.6462 1.9458 -0.5986 0.5547 0.9494 0.0103
C -2.8931 -0.1058 -1.2130 -1.0973 -0.7369 -0.7346 0.0012
C -0.8680 2.9604 2.3452 -0.2606 0.2301 -0.1699 -0.0013
Fe -0.8285 -0.8487 -0.7415 1.2798 1.8483 -0.4874 3.5519
C 1.6544 -0.4493 -1.1269 -0.0863 -0.0884 -1.3756 0.0032
H 0.5861 1.2568 -3.8234 -0.1805 -0.1684 0.1650 0.0006
H 3.4215 0.1537 2.9631 -0.0483 0.3346 -0.0810 0.0000
H 0.7464 -1.4286 -4.2123 -0.2262 0.0873 0.1527 0.0010
C 2.4461 0.4692 2.5626 -0.0192 -0.0927 -0.3286 0.0000
C 0.1942 -0.6504 2.5004 -0.7438 -0.8844 0.6423 0.0033
C -2.4423 0.5597 -2.3953 -0.4253 -0.4559 -0.0291 0.0682
C 0.9448 -0.8976 -3.2854 0.9994 0.3090 0.4919 0.0187
Cl -0.4817 -2.8264 0.0725 0.3450 -2.6370 0.9799 0.1005
H -3.3967 0.3492 -0.3528 0.4074 -0.1584 -0.3914 -0.0005
C -1.1076 3.1108 0.9703 0.3643 -0.3432 -0.0997 0.0017
H 2.0298 1.2519 3.2139 0.1139 -0.1679 -0.1435 0.0000
H -1.4247 4.0568 0.5595 0.0178 0.4130 0.0531 0.0009
```
Forces are in eV/Å.

HOMO (alpha / beta) = 0.231 / -0.022 eV
gap between HOMO and LUMO (alpha / beta) = 5.23 / 5.48 eV
multiplicity = 5
total charge = -2

(4)
# C19H22ClN3O5S2

One molecule with the formula C19H22ClN3O5S2 at a distorted geometry (the ωB97M-V functional and the def2-TZVPD basis, the OMol25 dataset).

XYZ file:
```
52
Properties=species:S:1:pos:R:3:forces:R:3:mulliken_charge:R:1
H -1.5664 -3.5155 -1.6970 -0.0480 -0.1080 -0.1275 0.5269
S 0.8789 1.9933 1.6140 0.1190 0.2494 0.3640 1.2154
O 0.1630 0.0909 -0.8187 -0.1734 -0.6453 0.0187 -0.5106
H 1.8813 -1.9978 -3.0465 0.2569 -0.1211 -0.0698 0.5024
H -4.5505 -3.9727 2.3882 -0.0856 -0.0213 0.0436 0.2952
H 4.1578 -2.6056 -0.1066 0.0400 0.0159 0.0479 0.4195
H 2.9106 2.7730 1.0085 -0.1095 0.0247 0.1615 0.3833
C 3.6712 0.7578 0.0185 0.3446 -0.0384 -0.2647 -0.0802
H -1.8244 3.6461 -2.1343 -0.0113 0.0359 -0.0641 0.4268
C -2.9531 2.4710 -0.7450 0.3269 -0.0031 0.1238 0.4524
H 1.9355 -2.8368 0.8647 0.0440 0.1660 0.0571 0.4172
C -1.7732 1.6277 1.1511 -0.0399 -0.0462 0.1059 -0.2929
H -3.8608 1.2825 0.7900 -0.0678 -0.0286 0.0213 0.4350
C -3.5505 -4.4050 2.4282 -0.0502 0.0360 -0.0124 -1.5161
N 2.0864 2.4451 0.4988 -0.4568 -0.1259 0.4105 -0.7144
C 4.0125 -0.5364 -0.7117 0.1606 -0.0087 0.1866 0.6874
N 2.4967 1.3627 -0.2965 -0.4047 0.0158 -0.1249 0.1979
H 2.7478 0.1353 -2.3535 0.0322 0.0033 -0.1185 0.3852
C -1.9103 -2.5521 2.0113 0.0155 -0.0470 -0.1094 -1.2146
H 4.1348 -0.8182 -2.8592 -0.0376 0.0894 -0.0185 0.3545
H 1.6878 0.8509 -0.6587 0.3653 0.0128 -0.2193 0.4093
C -1.0759 -1.8249 1.1797 0.0207 0.1171 0.0819 0.2912
C -0.9675 -2.1932 -0.1480 0.3260 0.3555 -0.2290 -0.0980
O 1.0001 0.5993 1.9604 -0.0946 0.1312 -0.1536 -0.6462
C 3.6576 -1.6973 0.2336 -0.1389 0.0512 -0.1090 -1.6461
C -2.6324 -3.6391 1.5278 0.0811 0.0480 -0.0319 0.9643
C -2.9530 1.7472 0.4388 0.1117 0.0490 0.0099 -0.9171
O 4.4423 1.2602 0.8146 0.0669 0.0557 0.2310 -0.7207
C -1.6736 -3.2687 -0.6530 -0.0102 -0.0815 -0.1784 -0.7544
H -1.7359 1.0711 2.0736 -0.0980 -0.1256 0.1098 0.5290
H -3.2081 -4.3641 3.4588 -0.0127 -0.0381 0.0838 0.3830
C -2.5044 -3.9885 0.1863 0.0903 0.1145 0.0128 -0.8555
H -1.9992 -2.2739 3.0510 0.0040 0.0312 0.1225 0.4239
H 0.2886 3.4141 -0.8373 0.0633 0.0643 -0.1037 0.5205
H -3.6227 -5.4441 2.1173 -0.0284 -0.0823 0.0279 0.3972
H -0.5105 -0.9845 1.5499 0.0408 0.1000 0.0922 0.5173
C 2.4902 -1.9887 -2.1421 0.1591 0.1680 -0.6881 -0.9316
C 2.1501 -1.9236 0.2956 0.0312 -0.2481 0.7790 0.1929
O -0.2967 -1.5165 -2.6072 -0.0533 -0.2186 -0.0220 -0.8032
H -3.0606 -4.8294 -0.2009 -0.0479 -0.0806 -0.0531 0.4030
H 1.6788 -1.0842 0.8123 0.1410 -0.1100 0.0750 -0.1839
C -1.8005 3.0853 -1.2132 -0.0969 -0.0604 0.0739 -0.8010
S 0.1032 -1.2954 -1.2487 0.2101 -0.4323 -0.1504 1.2756
N 1.5643 -2.0680 -1.0328 -0.9607 0.4160 -0.1071 0.1009
C 3.3607 -0.7281 -2.0955 -0.1198 -0.2622 -0.0012 -0.9212
Cl -4.4113 2.6084 -1.6479 -0.2725 0.0284 -0.1668 -0.2237
H 4.0199 -1.4686 1.2366 0.0114 -0.0868 -0.0156 0.5411
C -0.6220 2.2216 0.6729 0.5650 0.1076 0.1435 -0.0710
H 3.1104 -2.8896 -2.1334 -0.1024 0.0483 -0.0325 0.4070
H 5.1030 -0.5216 -0.8112 -0.1904 0.1201 0.0580 0.6009
O 0.9088 2.9470 2.6814 0.1266 0.2482 -0.2150 -0.7479
C -0.6250 2.9586 -0.4933 -0.0426 0.1168 -0.0558 -0.0061
```
Forces are in eV/Å.

HOMO = -9.322 eV
gap between HOMO and LUMO = 9.76 eV

(5)
# C19H22ClN5O3S2

C19H22ClN5O3S2 as an isolated structure at a distorted geometry (the ωB97M-V functional and the def2-TZVPD basis, the OMol25 dataset).

XYZ file:
```
52
Properties=species:S:1:pos:R:3:forces:R:3:mulliken_charge:R:1
H 6.2121 -0.2320 -0.0207 -0.6472 0.3092 0.6299 0.2791
C -0.8621 -1.2941 -1.5478 3.2408 10.3339 -6.4441 0.3756
C 0.0130 -1.7724 2.4152 -3.6292 -2.1741 2.4477 -0.0649
H -3.1578 -0.2657 -0.1152 -1.5550 1.5529 -0.8152 0.0727
H 0.5714 -0.6163 4.2379 -0.7089 -0.2192 -2.0352 0.3382
H 4.8731 1.7550 0.2651 3.2659 1.4869 0.1740 0.6361
H 5.3192 -1.6455 0.1708 0.0211 -5.0935 2.0234 0.3350
C -0.4174 2.3639 1.3034 -1.9892 -2.7449 -0.0021 0.1013
C 0.5406 -0.6157 3.0818 6.9637 2.0473 1.7517 -0.1520
C -2.0289 3.9992 -0.0863 -8.7667 2.1125 4.3335 -0.4513
C 3.0033 1.7916 0.9303 -6.1420 -4.7504 5.6017 -0.9086
Cl -0.0490 1.1775 -2.8228 -1.1747 -2.2605 -0.3918 -0.1915
H 3.7661 1.0935 -0.8615 -0.5349 1.8415 -2.0142 0.4286
C -1.2180 -2.4660 -1.6772 -4.1765 -7.1357 2.9978 0.5737
C 5.2153 -0.7157 -0.0941 0.3742 4.7409 -5.6210 -0.8124
N -0.3909 -1.7404 1.0201 3.1852 1.4558 5.6786 0.0685
H 1.8062 -0.5979 2.9113 -2.7373 -0.5001 0.3400 0.1120
H -3.2878 0.4642 -1.7349 -2.0574 -0.0653 0.7676 0.1560
H -1.1665 -0.5109 -4.8179 -0.2209 0.6601 0.1301 0.3093
H -4.6810 0.7939 -0.3852 1.3832 0.7783 -0.4676 0.3710
S -1.2658 -3.8459 2.2343 -2.2815 -3.5082 -1.9368 -0.2604
C -0.5811 -2.8884 3.3207 3.2068 7.2837 -12.9560 -1.3781
C -1.7140 -2.3668 -4.2636 0.5169 -0.1217 12.0029 -1.2030
C -3.2917 2.9526 -0.2535 6.6096 -0.9185 -3.0424 0.3709
N -1.4163 2.1858 2.2174 3.5133 0.3110 -1.4232 -0.2996
O -4.2587 3.2121 -0.8163 -3.9590 0.8084 -0.1606 -0.4289
O 4.1122 -0.0749 0.4276 1.0892 -3.9318 3.1323 -0.2858
C 1.5909 0.9120 0.4470 0.8374 8.1722 3.5164 -2.0432
S -0.5812 3.3663 -0.1302 7.4306 -2.2940 -1.0562 -0.2004
H 1.7214 -0.0099 0.6584 1.4473 -6.6301 -0.3476 1.2866
H -2.2958 4.0459 1.0562 0.7530 1.0688 -1.3936 0.3064
H 2.7206 2.7507 0.8828 -0.4482 3.6940 -0.5584 0.4800
C -0.8117 -0.5182 -2.8698 1.5781 0.6392 7.3916 -0.3570
H -2.2123 5.0728 -0.5302 0.3030 -2.5315 0.6352 0.3623
H -0.4154 -0.7529 -0.8484 1.2373 1.4577 3.3875 0.2794
H 2.9974 1.5174 2.2527 0.6482 0.7729 -4.0811 0.2097
O -2.7324 1.5629 -0.3825 7.3859 13.8007 5.6172 -0.0152
C -1.8364 -2.9247 -2.8409 1.6190 -0.0467 -4.6041 -0.7833
N -1.4706 -3.2133 -0.3780 1.5198 3.6553 -1.1165 -0.1796
C -1.3149 -1.0884 -3.8968 0.1686 1.4405 -9.2462 0.2043
H -2.2429 -2.7667 -5.0084 -1.4776 -1.1365 -3.1080 0.5025
H 1.2789 1.4104 -0.4001 -0.1790 -0.3489 -2.7337 0.4234
H -2.1014 -3.8843 -2.6776 -1.6400 -3.3294 -0.1278 0.4695
H 5.0982 -0.7657 -1.2991 0.1339 0.0749 2.1739 0.2542
H -0.5429 -3.0427 4.2161 0.6954 -1.3306 9.9275 0.7930
N 0.4828 1.2016 1.3405 -1.1761 5.0092 0.5518 1.1069
C 4.0114 1.2338 0.1588 0.5849 -0.7698 -2.3170 -0.7736
H -1.7211 -4.0853 -0.6112 -1.0393 -3.9955 0.0154 0.1661
C 0.2199 0.7569 2.5784 -2.9142 -3.3411 -0.1123 0.4658
N -0.9555 1.1489 2.9852 -0.7655 1.5768 1.2668 -0.7779
C -3.5709 0.7740 -0.6397 -6.6916 -14.7606 -4.1411 -0.6929
C -0.9613 -2.8423 0.8977 -2.8003 -3.1458 -4.2408 0.4215
```
Forces are in eV/Å.

HOMO = -7.723 eV
gap between HOMO and LUMO = 7.96 eV